Record 1
The following is a DFT calculation (wB97M-V/def2-TZVPD) of a structure of composition C32H37AsNO2PS2Se2Si2W at a distorted geometry.

Structure (XYZ):
```
81
Properties=species:S:1:pos:R:3:forces:R:3:mulliken_charge:R:1
W 0.643 -0.252 -0.155 1.469 0.058 -2.534 0.22
Se 0.280 -0.100 2.233 0.925 0.725 1.226 -0.55
P 2.654 0.263 1.872 -1.103 -0.506 1.511 -0.10
Se 2.555 -0.750 -1.375 -0.616 0.269 0.645 -0.41
C 2.778 1.480 3.246 0.239 0.379 -0.056 0.89
C 3.617 1.285 4.342 0.114 0.084 -0.126 -0.72
C 3.745 2.266 5.318 -0.040 -0.018 -0.022 -0.63
C 3.046 3.457 5.208 0.025 0.029 0.025 -0.47
C 2.243 3.679 4.097 -0.011 -0.075 -0.049 -0.81
C 2.118 2.706 3.119 0.005 -0.015 0.155 -0.04
C 3.173 -1.285 2.724 0.084 -0.001 -0.216 1.50
C 2.859 -1.601 4.048 -0.104 -0.059 0.004 -0.92
C 3.318 -2.773 4.622 0.072 -0.022 -0.052 -0.64
C 4.087 -3.665 3.876 -0.085 0.042 0.047 -0.44
C 4.373 -3.380 2.553 0.012 0.072 -0.090 -0.77
C 3.915 -2.194 1.980 0.277 -0.048 -0.011 -0.49
H 4.191 0.373 4.433 0.007 0.065 0.045 0.45
H 4.392 2.093 6.169 0.006 -0.009 -0.015 0.39
H 3.137 4.214 5.977 0.003 -0.005 -0.017 0.38
H 1.710 4.616 3.991 0.002 -0.005 -0.011 0.42
H 1.495 2.889 2.257 -0.037 0.037 0.012 0.23
H 2.233 -0.932 4.626 0.021 -0.020 0.000 0.52
H 3.068 -2.999 5.652 0.001 0.001 -0.013 0.41
H 4.454 -4.577 4.329 -0.018 0.015 -0.007 0.38
H 4.971 -4.062 1.963 -0.039 -0.005 0.005 0.46
H 4.169 -1.964 0.952 -0.050 -0.020 -0.020 0.34
O -0.060 -0.059 -3.953 -0.102 -0.009 -0.144 -0.61
C -0.036 0.570 -2.935 0.143 0.347 0.109 -0.11
O -0.330 -0.008 -1.753 -0.658 -0.120 -0.329 0.83
C 0.213 2.042 -2.875 0.015 0.016 0.210 0.11
C 0.144 2.700 -4.106 0.010 0.008 0.025 -0.92
C 0.273 4.069 -4.197 -0.004 0.030 0.014 -0.57
C 0.479 4.808 -3.037 0.011 -0.002 0.013 -0.58
C 0.566 4.175 -1.813 0.000 -0.055 0.005 -0.97
C 0.439 2.784 -1.701 0.026 -0.185 -0.073 0.62
S 0.589 2.163 -0.044 -0.177 0.205 -0.226 -0.03
H -0.023 2.096 -4.988 -0.006 -0.003 0.008 0.47
H 0.206 4.562 -5.158 0.011 -0.006 0.005 0.39
H 0.576 5.886 -3.087 0.005 -0.010 0.005 0.38
H 0.738 4.750 -0.912 0.006 0.010 -0.014 0.47
C 0.918 -5.520 1.739 0.326 -0.268 -0.163 -0.80
Si -0.348 -4.191 1.899 -0.244 0.737 0.393 0.34
C -0.172 -3.373 3.543 -0.023 0.136 0.310 -0.71
C -2.106 -4.740 1.760 -0.369 -0.197 -0.203 -1.06
As -0.035 -2.534 0.272 0.029 -1.063 -0.587 0.65
Si 0.437 -3.881 -1.600 -0.504 -0.243 -0.045 0.11
C 0.140 -3.068 -3.232 0.201 0.282 -0.178 -0.87
C 2.165 -4.556 -1.501 0.271 0.064 -0.050 -0.83
C -0.864 -5.239 -1.568 0.008 -0.221 0.148 -1.19
H 0.834 -6.184 2.605 0.005 -0.003 -0.049 0.43
H 1.910 -5.062 1.753 0.011 -0.061 0.064 0.05
H 0.828 -6.114 0.831 0.000 -0.044 0.046 0.34
H -0.514 -4.023 4.356 0.042 -0.013 -0.075 0.49
H -0.758 -2.454 3.562 -0.077 -0.034 0.107 0.21
H 0.861 -3.095 3.725 0.082 0.006 0.070 -0.11
H -2.387 -5.337 2.632 0.010 0.001 -0.043 0.38
H -2.316 -5.316 0.858 -0.034 -0.019 0.042 0.34
H -2.731 -3.844 1.738 -0.048 -0.061 0.051 0.25
H 0.850 -2.272 -3.454 -0.067 -0.015 -0.019 0.19
H -0.859 -2.635 -3.294 0.011 -0.016 -0.036 0.20
H 0.235 -3.835 -4.009 -0.034 0.009 0.029 0.49
H 2.881 -3.739 -1.623 0.022 -0.057 0.014 0.19
H 2.325 -5.266 -2.319 0.016 0.016 0.047 0.37
H 2.374 -5.052 -0.554 0.008 -0.043 -0.028 0.25
H -1.830 -4.779 -1.344 -0.042 -0.064 -0.088 0.26
H -0.691 -6.024 -0.828 -0.027 0.019 -0.025 0.31
H -0.934 -5.712 -2.552 0.021 0.006 0.048 0.43
S -4.609 -0.765 -0.016 -0.033 -0.013 -0.056 -0.29
C -2.938 -0.640 -0.437 -0.078 -0.075 -0.252 -0.17
N -2.248 0.252 0.173 -0.116 0.156 0.402 0.51
C -3.059 0.959 1.065 0.166 -0.006 0.011 -0.64
C -2.644 2.017 1.878 0.011 0.006 0.045 -0.07
C -3.566 2.600 2.721 -0.037 -0.015 0.003 -0.87
C -4.898 2.161 2.763 0.078 0.000 -0.020 -0.45
C -5.326 1.129 1.954 0.069 -0.027 -0.040 -0.51
C -4.390 0.534 1.108 -0.110 -0.013 0.025 0.85
H -2.517 -1.284 -1.200 0.023 -0.048 0.082 0.25
H -1.619 2.358 1.834 -0.009 -0.038 -0.012 0.42
H -3.254 3.411 3.367 -0.019 0.017 -0.013 0.41
H -5.599 2.639 3.434 0.009 0.005 -0.006 0.38
H -6.354 0.792 1.973 0.011 0.002 0.007 0.39
```
Forces are in eV/Å.

Computed properties:
Max |F| ... 2.93 eV/A
Energy relative to the best compared isomer or geometry (same formula, charge and spin) ... 44.9 kcal/mol
E_LUMO (spin up / spin down) ... -1.22 / -1.22 eV
Highest occupied orbital energy (spin up / spin down) ... -7.3 / -7.3 eV
Frontier orbital gap (spin up / spin down) ... 6.036 / 6.032 eV

---

Record 2
The following is a DFT calculation (wB97M-V/def2-TZVPD) of a cluster of 14 separate species, C32H37BrCl52N3OS2 in total at a distorted geometry.

Structure (XYZ):
```
128
Properties=species:S:1:pos:R:3:forces:R:3:mulliken_charge:R:1
C -2.484 1.498 2.734 0.359 -0.661 -0.439 -2.03
C -2.941 1.264 1.493 -0.381 0.083 0.687 -0.49
C -3.900 0.149 1.130 -0.606 1.173 0.547 1.99
C -4.920 -0.096 2.273 -0.620 -0.554 -0.345 -1.39
N -5.541 -1.414 2.409 0.273 0.230 -0.111 -0.48
O -4.571 0.616 -0.039 0.332 -0.704 -0.365 -0.47
C -5.289 -0.382 -0.734 -0.137 0.581 0.050 -0.57
C -4.515 -1.642 -1.073 -0.855 -0.564 -0.025 -0.62
N -3.694 -2.158 0.072 0.377 -0.055 -0.971 0.20
C -2.970 -1.068 0.803 0.394 0.907 0.573 -0.74
Br -1.677 -0.417 -0.529 -0.009 -0.372 -0.076 0.22
C -2.301 -1.686 2.035 0.417 -0.790 -0.537 -0.28
C -0.904 -2.313 1.823 0.126 0.039 1.049 -1.26
C 0.271 -1.441 2.349 -0.404 -0.508 -0.563 1.60
C 1.531 -1.506 1.482 -0.548 0.454 0.547 -2.41
N 1.358 -1.214 0.039 2.115 -0.113 -0.001 1.55
C 1.894 0.122 -0.309 -1.283 0.379 -0.419 -0.61
C 1.311 1.270 0.528 0.396 0.372 0.097 1.06
C 0.807 2.472 -0.282 0.317 -0.108 0.308 -0.30
C 1.802 3.002 -1.316 -0.889 0.353 -0.031 -1.13
C 1.743 -2.258 -0.776 -0.622 -0.594 -0.668 -0.26
S 1.132 -3.783 -0.602 -0.144 -0.118 0.284 -0.24
S 2.919 -2.030 -2.098 -0.886 0.784 -0.188 0.39
C 2.218 -3.009 -3.468 0.155 -0.872 0.284 -0.99
C 3.032 -4.287 -3.728 0.211 0.484 -0.138 -0.32
C 4.541 -4.120 -3.525 -0.261 -0.564 -0.474 -1.07
H -3.116 1.589 3.617 0.557 -2.336 0.074 0.39
H -1.422 1.667 2.870 -0.110 1.574 -0.015 0.43
H -2.644 1.931 0.696 0.973 -0.848 -0.565 0.78
H -4.528 0.166 3.247 0.298 -0.025 0.039 0.31
H -5.732 0.603 2.081 0.057 0.262 -0.066 0.53
H -4.978 -2.075 2.920 -0.015 -0.154 -0.141 0.12
H -5.899 -1.788 1.547 -0.303 -0.124 0.086 0.28
H -6.219 -0.592 -0.202 -0.047 -0.286 0.121 0.32
H -5.586 0.052 -1.683 -0.052 0.120 -0.101 0.47
H -3.890 -1.570 -1.951 0.350 0.357 0.092 0.35
H -5.253 -2.409 -1.300 -0.001 -0.174 -0.013 0.46
H -4.231 -2.770 0.685 -0.141 0.345 0.346 0.64
H -2.960 -2.746 -0.338 0.057 -0.081 0.119 0.47
H -2.261 -1.007 2.876 -0.159 0.362 -0.071 -0.46
H -2.949 -2.507 2.347 -0.216 0.030 0.125 0.59
H -0.891 -3.205 2.447 -0.046 -0.266 -0.153 0.56
H -0.729 -2.661 0.813 -0.004 0.070 -0.258 0.13
H 0.576 -1.828 3.321 -0.153 0.115 -0.105 -0.27
H -0.107 -0.434 2.525 0.255 0.232 -0.145 -0.22
H 1.988 -2.479 1.620 -0.090 -0.242 -0.259 0.56
H 2.254 -0.787 1.869 0.040 0.094 0.025 0.39
H 1.624 0.303 -1.347 0.036 -0.125 -0.185 1.08
H 2.974 0.165 -0.264 -0.277 -0.032 0.131 -1.06
H 2.109 1.655 1.164 0.056 -0.073 0.215 0.55
H 0.519 0.951 1.198 -0.078 -0.203 -0.039 -1.32
H 0.654 3.276 0.437 -0.232 0.097 0.063 0.33
H -0.181 2.263 -0.694 0.014 -0.134 -0.354 0.02
H 1.263 3.677 -1.980 0.042 0.109 -0.147 0.36
H 2.235 2.236 -1.951 0.278 -0.099 0.043 0.24
H 2.549 3.615 -0.820 0.407 -0.218 -0.037 0.29
H 2.174 -2.391 -4.360 0.318 0.363 0.048 0.54
H 1.196 -3.277 -3.223 -0.130 0.115 0.199 0.36
H 2.865 -4.560 -4.769 -0.155 -0.131 -0.079 0.37
H 2.677 -5.101 -3.105 -0.155 -0.061 0.123 0.20
H 4.897 -3.174 -3.925 0.115 0.164 0.092 0.20
H 5.030 -4.913 -4.088 0.217 -0.023 0.020 0.46
H 4.829 -4.243 -2.488 0.060 0.256 0.188 0.27
C -8.237 7.413 -5.353 0.018 -0.027 -0.018 0.28
Cl -6.497 7.097 -5.378 -0.177 -0.009 0.095 0.00
Cl -8.561 8.968 -6.120 0.000 0.018 -0.049 -0.11
Cl -9.076 6.132 -6.231 0.135 -0.001 -0.027 -0.06
Cl -8.813 7.465 -3.684 0.028 -0.023 0.028 -0.10
C 2.793 -1.673 5.735 0.091 0.106 -0.050 0.06
Cl 1.121 -1.089 5.643 0.282 -0.053 0.415 -0.02
Cl 2.909 -2.956 6.936 -0.037 0.006 -0.055 -0.09
Cl 3.250 -2.289 4.143 0.194 -0.014 0.100 0.10
Cl 3.860 -0.342 6.181 -0.029 -0.016 -0.003 -0.09
C 4.521 -5.845 3.041 -0.025 0.037 -0.015 0.04
Cl 4.618 -7.484 2.402 -0.010 0.027 0.024 -0.06
Cl 3.245 -5.755 4.259 -0.032 -0.132 0.059 -0.07
Cl 6.062 -5.390 3.765 -0.023 0.024 0.063 0.01
Cl 4.135 -4.719 1.725 -0.014 -0.037 -0.078 0.13
C -2.995 -1.634 6.324 0.081 -0.112 0.191 0.35
Cl -4.374 -1.877 5.237 -0.076 0.030 0.222 -0.12
Cl -3.550 -0.943 7.840 -0.036 -0.001 -0.057 -0.07
Cl -2.208 -3.182 6.623 0.034 0.037 -0.066 -0.09
Cl -1.851 -0.521 5.557 -0.225 0.146 -0.039 -0.03
C -4.372 5.108 4.017 0.051 0.123 0.160 0.29
Cl -6.115 5.015 3.771 0.026 -0.017 -0.008 -0.11
Cl -4.027 5.611 5.673 -0.014 -0.061 -0.072 -0.11
Cl -3.649 3.510 3.702 -0.775 1.634 0.387 0.03
Cl -3.657 6.251 2.884 -0.035 0.084 -0.014 -0.06
C -12.481 4.690 -4.869 0.021 0.036 0.048 0.33
Cl -11.280 4.675 -3.566 -0.040 -0.005 -0.037 -0.07
Cl -14.081 4.398 -4.188 -0.022 -0.011 -0.004 -0.10
Cl -12.457 6.256 -5.680 -0.127 -0.001 0.052 -0.07
Cl -12.092 3.420 -6.034 0.024 -0.012 -0.019 -0.09
C 8.683 -7.457 1.180 0.025 -0.008 0.029 0.17
Cl 10.071 -7.538 0.095 -0.010 0.005 0.002 -0.10
Cl 7.556 -6.221 0.608 0.001 0.043 -0.117 0.01
Cl 7.871 -9.026 1.215 -0.002 0.000 -0.004 -0.09
Cl 9.225 -7.037 2.807 0.013 -0.017 -0.016 0.03
C -0.080 7.113 0.076 0.025 0.062 -0.022 0.29
Cl 1.137 6.280 1.051 0.011 -0.020 0.009 -0.09
Cl -1.525 6.100 -0.050 -0.020 -0.062 -0.023 -0.05
Cl -0.505 8.642 0.848 -0.002 -0.030 -0.003 -0.09
Cl 0.565 7.420 -1.537 -0.005 -0.026 0.007 -0.08
C -2.621 7.186 -6.629 0.001 0.292 -0.118 0.35
Cl -3.909 8.214 -7.260 0.060 0.046 -0.034 -0.09
Cl -3.213 6.334 -5.194 0.137 -0.139 -0.140 -0.07
Cl -2.125 6.061 -7.899 -0.085 -0.102 0.148 -0.10
Cl -1.238 8.189 -6.183 0.019 -0.024 0.065 -0.10
C 5.601 2.237 -3.703 0.391 0.147 -0.178 0.15
Cl 7.048 1.841 -4.641 0.079 -0.033 0.063 -0.10
Cl 4.708 3.484 -4.590 -0.118 -0.165 0.210 -0.08
Cl 4.659 0.770 -3.480 -0.356 0.090 -0.199 0.04
Cl 6.074 2.863 -2.120 -0.049 0.041 -0.003 -0.08
C 10.770 -6.795 6.451 0.045 -0.052 0.029 0.32
Cl 12.159 -6.877 5.366 -0.012 0.004 -0.007 -0.08
Cl 9.647 -5.556 5.872 -0.027 0.058 0.018 -0.07
Cl 9.949 -8.358 6.480 -0.009 0.006 -0.011 -0.09
Cl 11.312 -6.380 8.078 -0.012 0.003 -0.015 -0.10
C 0.270 2.036 -6.024 0.263 0.349 -0.461 0.15
Cl 2.028 2.100 -6.245 -0.122 -0.320 0.208 -0.06
Cl -0.339 3.647 -6.444 -0.247 -0.222 0.204 -0.02
Cl -0.430 0.831 -7.107 0.009 0.006 -0.003 -0.11
Cl -0.144 1.618 -4.362 0.072 0.080 0.143 0.04
C 6.602 -1.045 -0.302 0.079 -0.018 0.104 0.17
Cl 4.937 -0.425 -0.394 1.055 -0.046 0.442 -0.05
Cl 6.679 -2.270 0.969 0.005 -0.010 -0.028 -0.02
Cl 7.049 -1.762 -1.848 -0.061 -0.007 -0.031 -0.09
Cl 7.707 0.275 0.077 -0.038 -0.001 0.010 -0.09
```
Forces are in eV/Å.

Computed properties:
Max |F| ... 2.40 eV/A
E_LUMO ... -2.75 eV
Highest occupied orbital energy ... -10.2 eV
Total charge ... +1
Frontier orbital gap ... 7.461 eV

---

- What is the formula in the second record?
  C32H37BrCl52N3OS2

---

- Which of these has the highest max |F|?
  C32H37AsNO2PS2Se2Si2W

---

- Which formula does entry 2 have?
  C32H37BrCl52N3OS2

---

- Among the records above, which one has the lowest max |F|?
  C32H37BrCl52N3OS2